[1]
112
Properties=species:S:1:pos:R:3 method="wB97M-V/def2-TZVPD" total_charge=+2 homo_energy_ev=-11.86 lumo_ev=-6.05 de_lowest_ev=0.044 gap_ev=5.8
W 0.4088 1.0257 -0.4833
C 2.7166 2.6086 -6.0410
C 2.6342 3.5662 -4.8628
N 1.4224 3.3754 -4.0645
C 1.2870 2.4208 -3.1442
S -0.3030 2.2473 -2.3942
N 2.3150 1.6533 -2.8666
N 2.0283 0.7446 -1.8750
C 2.7409 -0.3325 -1.8655
C 3.8054 -0.5793 -2.8749
C 2.3351 -1.3183 -0.8557
C 2.9917 -2.5124 -0.6256
C 2.4858 -3.3965 0.3187
C 1.3133 -3.0756 0.9766
C 0.7009 -1.8670 0.6921
N 1.2167 -0.9959 -0.1783
H 3.6329 2.7852 -6.6041
H 1.8719 2.7462 -6.7163
H 2.7202 1.5753 -5.6944
H 2.6294 4.6006 -5.2024
H 3.4890 3.4361 -4.2006
H 0.5957 3.8988 -4.3016
H 3.4418 -0.3002 -3.8630
H 4.1292 -1.6159 -2.8849
H 4.6690 0.0594 -2.6754
H 3.8961 -2.7472 -1.1668
H 2.9985 -4.3270 0.5231
H 0.8667 -3.7414 1.7026
H -0.2259 -1.5737 1.1676
N -1.4496 -2.8058 -3.7680
C -0.3574 -2.1073 -3.4109
N -0.3531 -1.1287 -2.5715
C -1.5441 -0.8144 -1.9259
N -1.4081 -0.1469 -0.8228
N -0.7389 2.3035 0.5257
C -0.4344 3.5031 0.7621
C 0.9369 3.9304 0.3981
C 1.4383 5.1958 0.6093
C 2.7680 5.4469 0.2963
C 3.5405 4.4135 -0.1995
C 2.9573 3.1694 -0.3903
N 1.6758 2.9324 -0.1193
C -2.7880 -1.2361 -2.5690
C -4.0158 -0.5818 -2.4152
C -5.1399 -1.0498 -3.0550
C -5.0628 -2.1913 -3.8575
C -3.8557 -2.8183 -4.0746
C -2.7151 -2.3109 -3.4578
H -1.3629 -3.5523 -4.4395
H 0.5753 -2.4146 -3.8735
H -1.1112 4.2144 1.2333
H 0.7974 5.9614 1.0253
H 3.1944 6.4291 0.4515
H 4.5835 4.5566 -0.4443
H 3.5278 2.3474 -0.7956
H -4.0695 0.3037 -1.7955
H -6.0852 -0.5395 -2.9302
H -5.9535 -2.5705 -4.3409
H -3.7832 -3.6706 -4.7389
C 2.1418 4.9410 4.3506
C 0.8670 4.3901 4.3325
C 0.6402 3.1885 3.6776
C 1.6939 2.5381 3.0400
C 2.9730 3.0814 3.0696
C 3.1931 4.2849 3.7260
As 1.3560 0.8931 2.0996
C 2.9898 -0.1039 2.2759
C 4.1610 0.0452 1.5498
C 5.2353 -0.7959 1.8116
C 5.1184 -1.7828 2.7836
C 3.9381 -1.9417 3.4961
C 2.8598 -1.1000 3.2457
C 1.5366 -1.1637 3.9078
C 1.1815 -2.0532 4.9149
C -0.0904 -1.9989 5.4673
C -1.0154 -1.0593 5.0282
C -0.6750 -0.1696 4.0173
C 0.5923 -0.2328 3.4626
H 2.3191 5.8738 4.8700
H 0.0519 4.8897 4.8398
H -0.3543 2.7583 3.6777
H 3.8031 2.5651 2.6048
H 4.1911 4.7028 3.7616
H 4.2474 0.8144 0.7914
H 6.1625 -0.6800 1.2655
H 5.9583 -2.4329 2.9915
H 3.8683 -2.7171 4.2483
H 1.8944 -2.7792 5.2847
H -0.3597 -2.6894 6.2555
H -2.0002 -1.0194 5.4746
H -1.3967 0.5587 3.6726
C -6.9740 -4.7128 -0.2318
C -5.9676 -3.6206 -0.0034
C -4.6085 -3.8956 0.0652
C -3.6679 -2.8943 0.2812
C -2.2177 -3.2721 0.4092
C -4.1076 -1.5723 0.3924
Te -2.7796 0.0211 0.7408
C -5.4782 -1.2619 0.3389
C -6.0216 0.1383 0.4826
C -6.3799 -2.3013 0.1527
H -6.5017 -5.6933 -0.2507
H -7.4937 -4.5671 -1.1806
H -7.7308 -4.7133 0.5534
H -4.2697 -4.9212 -0.0336
H -2.0942 -4.3515 0.3374
H -1.8278 -2.9482 1.3783
H -1.5952 -2.8120 -0.3659
H -5.5244 0.8423 -0.1876
H -5.8953 0.5209 1.4980
H -7.0873 0.1524 0.2627
H -7.4398 -2.0723 0.1206

***

[2]
108
Properties=species:S:1:pos:R:3 method="wB97M-V/def2-TZVPD" total_charge=0 homo_energy_ev=-7.36 lumo_ev=0.35 de_lowest_ev=0.000 gap_ev=7.7
Zr 0.3730 0.2156 0.1934
I -2.5600 -0.9771 -1.0133
C -3.2237 0.8814 -1.6777
C -4.5824 0.9962 -1.5678
C -5.2413 2.1918 -1.9234
C -4.5138 3.2326 -2.3975
C -3.1059 3.1361 -2.5501
C -2.4182 4.2433 -3.1052
C -1.0744 4.1768 -3.3117
C -0.3653 3.0310 -2.9186
C -0.9699 1.9505 -2.3204
C -2.4042 1.9531 -2.1678
H -5.1631 0.1680 -1.1900
H -6.3146 2.2666 -1.8164
H -4.9952 4.1582 -2.6856
H -2.9847 5.1238 -3.3760
H -0.5428 5.0100 -3.7528
H 0.7089 2.9940 -3.0567
N -0.1516 0.9043 -1.8531
C 0.6978 0.3533 -2.8702
C 0.1527 -0.5296 -3.8052
C 0.9474 -1.1191 -4.7743
C 2.3104 -0.8427 -4.8259
C 2.8584 0.0379 -3.9059
C 2.0575 0.6376 -2.9416
H -0.9051 -0.7614 -3.7468
H 0.5039 -1.8090 -5.4805
H 2.9372 -1.3126 -5.5713
H 3.9178 0.2576 -3.9262
H 2.4980 1.3138 -2.2159
O 2.2677 0.5789 -0.0602
O 1.9754 0.0469 1.2963
C 1.6326 -5.3384 3.2029
C 1.8225 -3.9692 3.3294
C 1.6373 -3.1305 2.2398
C 1.2727 -3.6655 1.0097
C 1.0893 -5.0373 0.8778
C 1.2668 -5.8702 1.9751
As 1.0473 -2.4695 -0.5114
C 2.7498 -2.5805 -1.4012
C 3.9281 -1.9528 -1.0339
C 5.0605 -2.1737 -1.8058
C 4.9986 -2.9973 -2.9271
C 3.8099 -3.6077 -3.2940
C 2.6695 -3.3978 -2.5256
C 1.3333 -3.9767 -2.7850
C 1.0110 -4.8110 -3.8504
C -0.2783 -5.3044 -3.9751
C -1.2539 -4.9787 -3.0394
C -0.9440 -4.1425 -1.9748
C 0.3425 -3.6430 -1.8587
H 1.7667 -5.9877 4.0571
H 2.1106 -3.5446 4.2822
H 1.7733 -2.0587 2.3538
H 0.8086 -5.4733 -0.0727
H 1.1169 -6.9360 1.8666
H 3.9602 -1.2932 -0.1755
H 5.9946 -1.6996 -1.5366
H 5.8873 -3.1628 -3.5215
H 3.7772 -4.2377 -4.1729
H 1.7621 -5.0770 -4.5827
H -0.5246 -5.9514 -4.8061
H -2.2556 -5.3743 -3.1393
H -1.7047 -3.9140 -1.2367
C 0.6705 4.3828 3.5554
C 0.2353 2.9995 3.0548
C 1.0906 1.9248 3.7202
P 0.1031 2.8069 1.2240
C -1.5346 3.5433 0.8008
C -1.8991 4.9142 1.3799
C -2.6503 2.5740 1.1949
C 1.4166 3.7466 0.3372
C 1.1840 5.2356 0.0829
C 2.8029 3.5062 0.9422
H 0.5852 4.4070 4.6447
H 0.0810 5.2050 3.1649
H 1.7133 4.5799 3.3154
H -0.8052 2.8274 3.3619
H 2.1433 2.0371 3.4606
H 0.7793 0.9161 3.4397
H 0.9997 2.0268 4.8040
H -1.5099 3.6236 -0.2923
H -2.0099 4.8591 2.4622
H -2.8727 5.2124 0.9827
H -1.1914 5.7049 1.1443
H -2.8578 2.6504 2.2656
H -2.4349 1.5191 1.0009
H -3.5647 2.8333 0.6590
H 1.3989 3.2415 -0.6381
H 1.0998 5.8081 1.0051
H 0.2927 5.4155 -0.5196
H 2.0387 5.6338 -0.4696
H 2.9555 4.1138 1.8337
H 3.5549 3.8125 0.2128
H 2.9895 2.4657 1.1916
C -0.7597 -0.6486 1.9699
C -1.4029 -1.1433 2.8796
C -2.1511 -1.7731 3.9318
C -1.5185 -2.6276 4.8363
C -2.2463 -3.2464 5.8396
C -3.6110 -3.0188 5.9566
C -4.2468 -2.1691 5.0614
C -3.5241 -1.5513 4.0539
H -0.4563 -2.8055 4.7310
H -1.7465 -3.9102 6.5333
H -4.1772 -3.5031 6.7408
H -5.3105 -1.9890 5.1472
H -4.0108 -0.8917 3.3473

***

[3]
117
Properties=species:S:1:pos:R:3 method="wB97M-V/def2-TZVPD" total_charge=+1 homo_energy_ev=-10.53 lumo_ev=-2.52 de_lowest_ev=0.000 gap_ev=8.0
Ta -0.3605 -0.4323 -0.8617
N -0.6743 0.7314 -3.1880
C -2.0637 0.7413 -3.6100
C -2.5028 -0.6986 -3.5756
N -2.2256 -1.2656 -2.2379
C -3.4411 -1.5298 -1.4395
C -3.6367 -0.4103 -0.4515
N -2.4165 -0.3364 0.3714
H -0.3227 1.6541 -2.9603
H -0.0719 0.3307 -3.9014
H -2.2282 1.1777 -4.5986
H -2.6350 1.3245 -2.8865
H -1.9214 -1.2656 -4.3079
H -3.5554 -0.8115 -3.8353
H -1.7390 -2.1430 -2.3804
H -3.3009 -2.4656 -0.9002
H -4.3124 -1.6469 -2.0842
H -4.5280 -0.5727 0.1562
H -3.7492 0.5517 -0.9581
H -2.3691 -1.1409 0.9894
H -2.4785 0.4987 0.9451
C 0.8556 4.7711 3.4844
C 0.3643 3.3508 3.3295
C -0.1526 2.7485 4.6210
O -0.6539 3.3454 2.3331
C -0.5011 2.2008 1.5314
C 0.9760 1.8362 1.6560
O 1.4176 2.5451 2.7970
C 1.2726 0.3180 1.7930
O 0.4865 -0.3262 0.7784
C 2.7531 0.0486 1.5263
C 3.7217 1.0388 1.6751
C 5.0647 0.7402 1.4860
C 5.4544 -0.5396 1.1249
C 4.4923 -1.5282 0.9739
C 3.1539 -1.2397 1.1911
C 0.8436 -0.2330 3.1453
C -0.3813 -0.8693 3.3114
C -0.7891 -1.3153 4.5614
C 0.0309 -1.1328 5.6644
C 1.2653 -0.5183 5.5037
C 1.6700 -0.0749 4.2540
C -0.9499 2.5621 0.0947
O -0.7641 1.4136 -0.7276
C -2.4426 2.9020 0.0377
C -3.3058 2.7485 1.1167
C -4.6717 2.9727 0.9668
C -5.1856 3.3665 -0.2576
C -4.3244 3.5584 -1.3324
C -2.9665 3.3322 -1.1808
C -0.1026 3.6983 -0.4694
C -0.4017 5.0191 -0.1435
C 0.3809 6.0553 -0.6288
C 1.4719 5.7867 -1.4459
C 1.7782 4.4748 -1.7694
C 0.9960 3.4347 -1.2815
H 0.0366 5.4156 3.8035
H 1.2430 5.1246 2.5293
H 1.6451 4.8144 4.2344
H -0.9392 3.3827 5.0313
H 0.6548 2.6720 5.3484
H -0.5541 1.7488 4.4449
H -1.1105 1.3755 1.9152
H 1.5256 2.1887 0.7806
H 3.4462 2.0425 1.9676
H 5.8065 1.5181 1.6172
H 6.5008 -0.7677 0.9679
H 4.7842 -2.5345 0.7000
H 2.4168 -2.0216 1.0853
H -1.0088 -1.0528 2.4520
H -1.7430 -1.8163 4.6703
H -0.2826 -1.4810 6.6399
H 1.9201 -0.3861 6.3555
H 2.6346 0.4019 4.1382
H -2.9231 2.4861 2.0951
H -5.3289 2.8536 1.8187
H -6.2463 3.5481 -0.3706
H -4.7119 3.9001 -2.2840
H -2.2923 3.5176 -2.0095
H -1.2530 5.2363 0.4884
H 0.1358 7.0774 -0.3700
H 2.0811 6.5976 -1.8237
H 2.6329 4.2493 -2.3951
H 1.2781 2.4149 -1.5120
C -1.3206 -4.2439 -3.3963
C 0.0455 -3.6939 -3.7107
C 0.8780 -4.4085 -4.6008
C 2.1313 -3.9533 -4.8674
C 2.5970 -2.7852 -4.2269
C 3.9000 -2.2505 -4.3925
Br 5.1269 -3.0830 -5.5629
C 4.2912 -1.1329 -3.7221
C 3.3997 -0.4909 -2.8428
Br 3.9555 1.0521 -1.9331
C 2.1325 -0.9713 -2.6446
O 1.2793 -0.3551 -1.8273
C 1.6989 -2.1298 -3.3573
N 0.4262 -2.5690 -3.1398
H -1.3344 -5.3251 -3.5216
H -2.0802 -3.8331 -4.0687
H -1.6036 -4.0296 -2.3650
H 0.5084 -5.3181 -5.0544
H 2.7844 -4.4834 -5.5468
H 5.2843 -0.7280 -3.8541
Br 1.5130 -7.8513 2.1034
C 0.2510 -6.5153 1.6942
C -1.0696 -6.6662 2.1086
N -2.0108 -5.7654 1.8534
C -1.6602 -4.6776 1.1746
C -0.3687 -4.4427 0.7233
C 0.6156 -5.3875 0.9906
C -0.0071 -3.2016 -0.0149
O 1.1295 -2.9688 -0.3865
O -0.9834 -2.3526 -0.2346
H -1.3661 -7.5471 2.6655
H -2.4454 -3.9558 0.9814
H 1.6301 -5.2235 0.6524

***

[4]
112
Properties=species:S:1:pos:R:3 method="wB97M-V/def2-TZVPD" total_charge=-1 homo_energy_ev=-3.72 lumo_ev=1.75 gap_ev=5.5
Sn -0.7588 -0.7759 -1.3194
C 2.8675 -0.9005 -3.7643
C 2.7453 -2.2801 -3.0996
C 1.4110 -2.9393 -3.4790
C 2.9977 -2.2888 -1.5898
C 3.8531 -3.2819 -1.1041
C 4.2158 -3.3411 0.2324
C 3.7330 -2.3732 1.1021
C 2.8688 -1.3714 0.6709
C 2.3632 -0.3713 1.6988
C 1.4929 -1.0720 2.7417
C 3.5150 0.3827 2.3800
C 2.4693 -1.3461 -0.6857
N 1.4834 -0.4235 -1.1380
C 1.7629 0.9196 -1.0450
C 0.7501 1.8513 -1.0553
N -0.5422 1.4555 -1.2497
C -1.5841 2.4108 -1.1837
C -2.0005 3.0995 -2.3449
C -3.0658 3.9980 -2.2293
C -3.6903 4.2496 -1.0192
C -3.2736 3.5622 0.1119
C -2.2486 2.6240 0.0499
C -1.8834 1.8639 1.3202
C -3.0905 1.0854 1.8639
C -1.3120 2.8014 2.3921
C -1.3877 3.0271 -3.7583
C -0.5606 4.2947 -4.0240
C -0.5553 1.8064 -4.1599
C 1.3419 3.1981 -0.8128
C 0.8655 4.4674 -0.6137
C 1.8016 5.5297 -0.4063
C 3.1558 5.3326 -0.4004
C 3.6759 4.0161 -0.5793
C 5.0472 3.6233 -0.5860
C 5.3692 2.3016 -0.7392
C 4.3824 1.2764 -0.8820
C 3.0596 1.6307 -0.8949
C 2.7473 3.0082 -0.7578
H 2.8503 -1.0120 -4.8544
H 3.8053 -0.4106 -3.4874
H 2.0461 -0.2463 -3.4735
H 3.5346 -2.9016 -3.5233
H 0.5737 -2.3151 -3.1668
H 1.3061 -3.9216 -3.0044
H 1.3467 -3.0745 -4.5652
H 4.2463 -4.0188 -1.7996
H 4.8825 -4.1202 0.5888
H 4.0268 -2.4048 2.1481
H 1.7417 0.3734 1.2021
H 2.0461 -1.8716 3.2483
H 0.6078 -1.5242 2.2904
H 1.1594 -0.3564 3.5017
H 4.1611 -0.3045 2.9418
H 3.1040 1.1042 3.0930
H 4.1306 0.9246 1.6570
H -3.4065 4.5149 -3.1236
H -4.4996 4.9704 -0.9589
H -3.7614 3.7544 1.0632
H -1.1094 1.1402 1.0845
H -3.9187 1.7648 2.1089
H -2.8203 0.5243 2.7606
H -3.4505 0.3622 1.1280
H -2.0318 3.5843 2.6623
H -0.3957 3.2870 2.0385
H -1.0782 2.2277 3.2958
H -2.2439 3.0510 -4.4360
H 0.3340 4.2999 -3.3957
H -1.1330 5.1995 -3.8072
H -0.2450 4.3295 -5.0725
H 0.4061 1.7778 -3.6438
H -0.3587 1.8595 -5.2370
H -1.0736 0.8727 -3.9540
H -0.1970 4.6859 -0.6056
H 1.4146 6.5320 -0.2527
H 3.8318 6.1693 -0.2490
H 5.8281 4.3689 -0.4684
H 6.4148 2.0131 -0.7456
H 4.6960 0.2416 -0.9622
Br -7.9066 -2.2200 -0.6307
C -6.0754 -1.8569 -0.9049
C -5.6771 -0.5876 -1.2407
C -4.3172 -0.3951 -1.4228
N -3.4109 -1.3602 -1.2888
C -3.8054 -2.5842 -0.9551
C -5.1495 -2.8728 -0.7583
C -2.7478 -3.6412 -0.7320
C -3.0891 -4.9706 -0.5354
C -2.0855 -5.8728 -0.2281
Br -2.5200 -7.6945 0.0112
C -0.7852 -5.4597 -0.1012
C -0.5339 -4.1205 -0.3571
N -1.4801 -3.2508 -0.7033
H -6.3832 0.2255 -1.3384
H -3.9293 0.5915 -1.6860
H -5.4730 -3.8612 -0.4628
H -4.1106 -5.3126 -0.6252
H 0.0068 -6.1387 0.1826
H 0.4816 -3.7227 -0.2870
C 0.4021 -3.6890 6.4242
C -0.6051 -2.7927 5.7525
C -1.1080 -1.6676 6.3978
C -1.9556 -0.8747 5.6434
N -2.3070 -1.1486 4.3935
C -1.8127 -2.2939 3.8320
S -2.2544 -2.7029 2.2162
N -0.9490 -3.1126 4.5109
H 0.3237 -3.6376 7.5133
H 1.4127 -3.3764 6.1381
H 0.2658 -4.7186 6.0901
H -0.8402 -1.4216 7.4186
H -2.3742 0.0389 6.0648